# C25H80O15

15 unconnected molecules or ions with the total composition C25H80O15 in a non-equilibrium geometry (wB97M-V/def2-TZVPD, the OMol25 dataset).

- Frontier orbital gap: 10.175 eV
- Total charge: 0
- Highest occupied orbital energy: -9.92 eV

Last column: Löwdin charge in e.
CARTESIAN COORDINATES (ANGSTROEM)
C  13.789  0.415  0.644  -0.091
C  14.228  0.564  -0.808  -0.346
O  15.602  0.744  -0.987  -0.071
H  12.703  0.324  0.632  0.072
H  14.023  1.340  1.170  0.069
H  14.231  -0.392  1.229  0.071
H  13.660  1.367  -1.278  0.114
H  14.014  -0.407  -1.253  0.104
H  15.932  -0.033  -0.530  0.078
C  10.999  -0.885  6.912  -0.085
C  10.753  0.107  5.736  -0.305
O  11.189  1.393  6.123  -0.082
H  10.930  -1.898  6.515  0.065
H  10.350  -0.802  7.784  0.065
H  11.959  -0.747  7.409  0.060
H  9.691  0.174  5.498  0.107
H  11.244  -0.291  4.848  0.101
H  10.407  1.949  6.163  0.074
C  11.646  5.216  2.686  -0.081
C  12.184  5.837  1.407  -0.314
O  11.123  6.486  0.718  -0.080
H  11.001  5.912  3.222  0.070
H  12.424  4.932  3.395  0.071
H  10.997  4.349  2.557  0.065
H  12.674  5.091  0.782  0.105
H  12.981  6.535  1.662  0.104
H  11.441  6.792  -0.134  0.075
C  12.204  6.210  8.743  -0.078
C  12.722  5.146  9.698  -0.340
O  13.027  5.709  10.954  -0.082
H  11.269  6.552  9.185  0.073
H  12.031  5.762  7.764  0.070
H  12.886  7.028  8.513  0.072
H  13.648  4.715  9.318  0.102
H  12.049  4.298  9.828  0.105
H  13.568  5.104  11.466  0.080
C  17.437  0.821  7.241  -0.097
C  16.078  0.529  6.768  -0.373
O  15.452  1.738  6.442  -0.070
H  17.298  1.603  7.987  0.081
H  18.028  1.233  6.423  0.074
H  17.951  0.000  7.741  0.082
H  15.523  0.074  7.588  0.112
H  16.065  -0.159  5.923  0.110
H  14.500  1.632  6.502  0.080
C  6.221  5.208  -3.706  -0.081
C  6.518  6.489  -2.868  -0.324
O  5.641  7.480  -3.292  -0.077
H  5.199  4.845  -3.601  0.069
H  6.809  4.329  -3.439  0.057
H  6.475  5.277  -4.764  0.067
H  7.553  6.795  -3.021  0.102
H  6.341  6.258  -1.817  0.103
H  5.736  8.310  -2.820  0.084
C  14.635  9.925  -3.016  -0.093
C  14.205  8.484  -2.933  -0.332
O  12.789  8.391  -2.892  -0.085
H  15.701  10.144  -2.952  0.072
H  14.181  10.502  -2.211  0.074
H  14.347  10.358  -3.974  0.071
H  14.492  8.016  -1.992  0.108
H  14.651  7.868  -3.714  0.110
H  12.508  8.357  -3.809  0.079
C  10.766  3.412  -4.075  -0.104
C  10.598  2.738  -5.375  -0.360
O  11.084  3.574  -6.396  -0.065
H  10.220  4.354  -4.018  0.074
H  11.811  3.710  -3.983  0.073
H  10.480  2.785  -3.230  0.076
H  9.536  2.530  -5.503  0.110
H  11.061  1.751  -5.387  0.113
H  11.999  3.320  -6.534  0.084
C  6.087  4.294  8.175  -0.084
C  7.543  4.651  7.723  -0.331
O  7.885  4.032  6.537  -0.076
H  5.336  4.686  7.490  0.062
H  5.781  4.727  9.127  0.065
H  5.882  3.225  8.227  0.067
H  8.226  4.289  8.491  0.108
H  7.641  5.732  7.624  0.107
H  7.286  4.324  5.847  0.087
C  19.442  3.428  2.648  -0.092
C  17.995  3.200  2.257  -0.345
O  17.093  3.969  3.005  -0.067
H  19.595  4.502  2.541  0.070
H  20.223  3.084  1.970  0.071
H  19.688  3.103  3.659  0.070
H  17.795  2.131  2.325  0.105
H  17.837  3.424  1.202  0.112
H  16.809  3.436  3.751  0.079
C  7.213  8.721  1.452  -0.142
O  7.734  7.459  1.966  -0.129
H  7.632  8.987  0.481  0.068
H  6.124  8.745  1.417  0.074
H  7.565  9.561  2.051  0.067
H  8.551  7.395  1.466  0.043
C  10.182  12.072  -1.848  -0.146
O  9.322  13.108  -1.320  -0.136
H  9.582  11.460  -2.522  0.075
H  11.074  12.465  -2.334  0.073
H  10.470  11.404  -1.037  0.067
H  9.830  13.798  -0.887  0.066
C  16.481  7.258  6.180  -0.144
O  15.547  7.090  5.104  -0.139
H  17.380  7.754  5.816  0.075
H  16.042  7.923  6.925  0.075
H  16.654  6.282  6.633  0.075
H  15.883  6.451  4.472  0.059
C  11.673  9.983  4.367  -0.193
O  13.047  10.155  4.323  -0.106
H  11.149  10.881  4.695  0.076
H  11.308  9.776  3.362  0.070
H  11.368  9.166  5.021  0.078
H  13.444  9.301  4.513  0.067
C  8.129  2.287  0.500  -0.166
O  8.551  1.006  0.078  -0.128
H  7.177  2.589  0.062  0.073
H  7.993  2.289  1.582  0.072
H  8.934  2.974  0.243  0.077
H  7.977  0.359  0.495  0.069


# C5H13N3

C5H13N3 in the gas phase in a non-equilibrium geometry (wB97M-V/def2-TZVPD, the OMol25 dataset).

- Frontier orbital gap: 4.232 eV
- Total charge: 0
- Highest occupied orbital energy: -7.20 eV

Last column: Löwdin charge in e.
CARTESIAN COORDINATES (ANGSTROEM)
C  -2.459  -0.042  1.072  -0.034
C  -1.240  0.226  0.161  -0.549
C  -0.523  -1.071  -0.180  -0.204
C  0.656  -0.884  -1.133  -0.217
N  1.482  -0.041  1.373  0.110
C  2.148  0.508  0.273  -0.413
N  1.414  0.352  -0.923  -0.089
N  -1.557  0.937  -0.981  0.153
H  -3.222  -0.519  0.459  0.080
H  -2.871  0.912  1.397  0.074
H  -2.221  -0.652  1.937  0.082
H  3.131  0.007  0.110  0.128
H  -0.161  -1.482  0.757  0.084
H  -1.238  -1.781  -0.603  0.117
H  0.313  -0.845  -2.163  0.104
H  1.343  -1.736  -1.051  0.114
H  2.086  0.054  2.191  0.043
H  2.379  1.582  0.356  0.123
H  -0.513  0.842  0.789  0.154
H  0.926  1.174  -1.249  0.092
H  -1.641  1.915  -0.724  0.047


# C49H46AsN7O5PtS

A molecular structure, C49H46AsN7O5PtS in a non-equilibrium geometry (wB97M-V/def2-TZVPD, the OMol25 dataset).

- Frontier orbital gap (spin up / spin down): 6.749 / 6.958 eV
- Total charge: 0
- Highest occupied orbital energy (spin up / spin down): -7.15 / -6.98 eV

Last column: Löwdin charge in e.
CARTESIAN COORDINATES (ANGSTROEM)
Pt  -0.424  0.271  -0.503  0.846
O  1.528  1.569  -0.837  -0.543
As  2.940  0.934  -0.302  1.231
C  4.174  2.431  -0.552  -0.292
C  3.750  3.689  -0.140  -0.100
C  4.523  4.806  -0.399  -0.080
C  5.725  4.673  -1.077  -0.086
C  6.162  3.421  -1.473  -0.080
C  5.390  2.301  -1.209  -0.088
C  3.882  -0.490  -1.241  -0.312
C  4.021  -0.432  -2.620  -0.111
C  4.679  -1.449  -3.293  -0.073
C  5.205  -2.516  -2.584  -0.073
C  5.090  -2.557  -1.204  -0.064
C  4.428  -1.546  -0.530  -0.084
C  2.952  0.626  1.621  -0.266
C  2.005  -0.184  2.228  -0.095
C  2.047  -0.387  3.599  -0.100
C  3.011  0.243  4.371  -0.091
C  3.937  1.079  3.769  -0.077
C  3.913  1.264  2.397  -0.087
H  2.798  3.770  0.380  0.110
H  4.192  5.784  -0.080  0.103
H  6.320  5.547  -1.294  0.102
H  7.103  3.319  -1.994  0.104
H  5.739  1.320  -1.508  0.098
H  3.604  0.411  -3.163  0.121
H  4.768  -1.419  -4.369  0.110
H  5.703  -3.317  -3.109  0.105
H  5.506  -3.387  -0.652  0.108
H  4.307  -1.585  0.547  0.112
H  1.253  -0.667  1.614  0.074
H  1.337  -1.052  4.071  0.112
H  3.042  0.085  5.440  0.106
H  4.683  1.577  4.370  0.104
H  4.649  1.903  1.921  0.099
S  -1.616  2.246  -1.308  0.590
C  -1.578  1.807  -3.000  -0.678
C  -1.942  0.526  -3.423  -0.152
C  -2.006  0.228  -4.770  -0.102
C  -1.690  1.192  -5.716  -0.112
C  -1.294  2.453  -5.297  -0.100
C  -1.250  2.769  -3.954  -0.122
H  -2.171  -0.229  -2.680  0.066
H  -2.308  -0.762  -5.084  0.108
H  -1.742  0.957  -6.770  0.100
H  -1.023  3.205  -6.024  0.099
H  -0.972  3.759  -3.628  0.096
O  1.572  -3.411  -0.775  0.037
C  1.439  -2.282  -1.233  -0.634
O  1.361  -1.229  -0.506  -0.236
C  1.401  -2.090  -2.738  -0.130
C  1.058  -0.866  -3.292  -0.053
C  1.086  -0.653  -4.665  0.019
C  1.450  -1.720  -5.448  -0.194
O  1.557  -1.774  -6.815  0.032
C  2.023  -3.068  -7.115  -0.173
O  2.124  -3.819  -5.927  0.029
C  1.787  -2.961  -4.904  -0.188
C  1.769  -3.172  -3.548  0.069
H  0.775  -0.044  -2.639  0.066
H  0.836  0.301  -5.099  0.115
H  3.013  -2.995  -7.596  0.137
H  1.324  -3.565  -7.807  0.138
H  2.042  -4.109  -3.091  0.131
C  -4.029  -0.320  -0.707  -0.024
C  -3.177  -1.468  -0.314  -0.352
N  -1.861  -1.480  -0.307  -0.004
C  -1.465  -2.713  0.125  -0.083
C  -2.566  -3.470  0.364  -0.025
N  -3.654  -2.679  0.081  -0.018
C  -5.021  -3.106  0.164  -0.067
N  -5.470  -3.307  1.517  -0.054
N  -6.207  -4.399  1.801  0.044
N  -6.656  -4.345  2.978  0.066
C  -6.237  -3.185  3.563  -0.226
C  -6.478  -2.643  4.825  -0.012
C  -5.897  -1.428  5.105  -0.087
C  -5.082  -0.769  4.173  -0.080
C  -4.834  -1.278  2.918  -0.002
C  -5.444  -2.490  2.613  -0.146
H  -3.415  0.584  -0.706  0.000
H  -4.862  -0.182  -0.020  0.076
H  -4.428  -0.462  -1.712  0.093
H  -0.434  -2.983  0.231  0.089
H  -2.676  -4.480  0.696  0.124
H  -5.149  -4.077  -0.334  0.146
H  -5.661  -2.368  -0.337  0.142
H  -7.095  -3.171  5.535  0.113
H  -6.060  -0.965  6.067  0.102
H  -4.634  0.174  4.450  0.090
H  -4.190  -0.764  2.222  0.095
N  -1.347  0.732  1.556  0.096
C  -1.102  1.555  2.333  -0.259
N  -0.813  2.469  3.215  -0.088
C  -1.637  3.660  3.304  -0.136
C  -2.793  3.439  4.284  -0.170
C  -2.256  2.987  5.643  -0.200
C  -1.370  1.752  5.483  -0.167
C  -0.250  2.051  4.486  -0.138
H  -2.006  3.909  2.309  0.132
H  -0.995  4.474  3.658  0.131
H  -3.460  2.675  3.877  0.108
H  -3.363  4.363  4.389  0.114
H  -3.083  2.773  6.322  0.109
H  -1.667  3.794  6.082  0.113
H  -1.961  0.914  5.105  0.110
H  -0.942  1.458  6.443  0.115
H  0.381  1.176  4.322  0.093
H  0.380  2.869  4.852  0.135


What did the second record say?
# C5H13N3

C5H13N3 in the gas phase in a non-equilibrium geometry (wB97M-V/def2-TZVPD, the OMol25 dataset).

- Frontier orbital gap: 4.232 eV
- Total charge: 0
- Highest occupied orbital energy: -7.20 eV

Last column: Löwdin charge in e.
CARTESIAN COORDINATES (ANGSTROEM)
C  -2.459  -0.042  1.072  -0.034
C  -1.240  0.226  0.161  -0.549
C  -0.523  -1.071  -0.180  -0.204
C  0.656  -0.884  -1.133  -0.217
N  1.482  -0.041  1.373  0.110
C  2.148  0.508  0.273  -0.413
N  1.414  0.352  -0.923  -0.089
N  -1.557  0.937  -0.981  0.153
H  -3.222  -0.519  0.459  0.080
H  -2.871  0.912  1.397  0.074
H  -2.221  -0.652  1.937  0.082
H  3.131  0.007  0.110  0.128
H  -0.161  -1.482  0.757  0.084
H  -1.238  -1.781  -0.603  0.117
H  0.313  -0.845  -2.163  0.104
H  1.343  -1.736  -1.051  0.114
H  2.086  0.054  2.191  0.043
H  2.379  1.582  0.356  0.123
H  -0.513  0.842  0.789  0.154
H  0.926  1.174  -1.249  0.092
H  -1.641  1.915  -0.724  0.047


Which value of total charge does entry 3 give?
0